[1]
C22H27AlCl51O3 as an isolated structure. Source: the OMol25 dataset; level of theory: the ωB97M-V functional and the def2-TZVPD basis.

```
104
Properties=species:S:1:pos:R:3
C 5.017 1.598 4.142
Al 4.777 2.926 2.573
C 2.785 3.527 2.518
C 2.307 4.343 3.858
O 3.217 5.176 4.414
O 0.973 4.296 4.484
C 0.423 2.919 4.492
C -0.444 2.354 3.221
O 0.682 2.170 5.585
H 4.955 0.475 3.751
H 6.108 1.780 4.558
H 4.203 1.692 4.980
H 5.768 4.166 2.651
H 4.979 2.052 1.231
H 2.645 4.255 1.596
H 2.173 2.560 2.276
H -0.018 2.842 2.218
H -1.589 2.597 3.248
H -0.203 1.194 3.130
C 5.692 3.870 -1.645
Cl 6.912 2.589 -1.740
Cl 4.168 3.232 -1.005
Cl 6.274 5.212 -0.644
H 5.510 4.248 -2.655
C 1.105 0.365 -0.188
Cl 1.137 0.200 -1.952
Cl 2.264 -0.745 0.562
Cl 1.448 2.037 0.287
H 0.103 0.106 0.164
C -2.708 -1.470 -2.536
Cl -1.488 -2.752 -2.631
Cl -4.232 -2.109 -1.896
Cl -2.126 -0.129 -1.535
H -2.890 -1.093 -3.546
C -4.500 1.991 4.161
Cl -3.821 1.179 2.740
Cl -3.209 2.509 5.258
Cl -5.492 3.375 3.671
H -5.138 1.280 4.691
C 8.724 4.322 -5.075
Cl 9.297 3.000 -4.043
Cl 6.994 4.606 -4.819
Cl 9.649 5.801 -4.763
H 8.875 4.035 -6.118
C -4.260 5.198 0.691
Cl -3.581 4.385 -0.730
Cl -2.969 5.715 1.788
Cl -5.252 6.582 0.201
H -4.899 4.487 1.221
C -6.780 -4.848 -3.261
Cl -7.588 -3.724 -2.154
Cl -6.878 -6.506 -2.645
Cl -7.490 -4.743 -4.881
H -5.726 -4.567 -3.328
C -3.809 -8.074 -0.375
Cl -5.266 -8.789 0.336
Cl -3.109 -9.163 -1.586
Cl -4.179 -6.498 -1.096
H -3.075 -7.926 0.420
C 9.425 -0.718 -3.762
Cl 8.617 0.406 -2.655
Cl 9.327 -2.376 -3.146
Cl 8.715 -0.613 -5.382
H 10.479 -0.437 -3.829
C -5.673 -1.177 -6.302
Cl -4.796 -1.655 -4.839
Cl -5.032 -2.030 -7.717
Cl -7.407 -1.491 -6.119
H -5.531 -0.104 -6.454
C -2.919 -6.362 3.130
Cl -4.038 -7.725 3.304
Cl -1.890 -6.580 1.704
Cl -3.812 -4.834 3.025
H -2.279 -6.326 4.014
C 9.900 4.303 1.433
Cl 9.575 4.171 -0.304
Cl 8.739 3.336 2.358
Cl 11.560 3.797 1.795
H 9.788 5.350 1.726
C -5.794 -6.397 -8.374
Cl -5.762 -6.562 -10.137
Cl -4.635 -7.507 -7.623
Cl -5.451 -4.725 -7.899
H -6.796 -6.656 -8.022
C 2.791 -4.571 -0.933
Cl 1.334 -5.287 -0.222
Cl 3.491 -5.660 -2.144
Cl 2.421 -2.995 -1.654
H 3.525 -4.423 -0.138
C -7.419 -0.471 6.424
Cl -8.538 -1.834 6.599
Cl -6.390 -0.689 4.999
Cl -8.312 1.056 6.320
H -6.779 -0.436 7.309
C -2.679 1.776 -5.273
Cl -2.599 1.996 -3.517
Cl -1.928 0.242 -5.743
Cl -4.359 1.843 -5.832
H -2.126 2.591 -5.747
C -0.572 1.888 8.987
Cl -1.591 3.156 8.286
Cl 0.491 2.562 10.234
Cl -1.571 0.587 9.658
H 0.051 1.468 8.193
```

Calculated values
Kohn-Sham gap: 6.39 eV
Energy relative to the best compared isomer or geometry (same formula, charge and spin): 3.6051 eV
Multiplicity: 1
Net charge: -1
Highest occupied orbital energy: -0.18803 hartree

[2]
A 2-piece molecular cluster, C3H7N2O overall. Source: the OMol25 dataset; level of theory: the ωB97M-V functional and the def2-TZVPD basis.

```
13
Properties=species:S:1:pos:R:3
C -1.798 -0.090 -0.052
C -0.443 -0.478 0.101
C -0.004 -1.727 -0.683
N 2.630 0.099 0.026
N -2.227 1.130 -0.002
O -0.229 -1.853 0.514
H -2.520 -0.879 -0.257
H 0.374 0.192 0.364
H 3.108 -0.438 0.741
H 2.934 -0.259 -0.873
H 2.974 1.052 0.096
H -1.597 1.902 0.192
H -3.203 1.348 -0.168
```

Calculated values
Kohn-Sham gap: 8.74 eV
Energy relative to the best compared isomer or geometry (same formula, charge and spin): 4.3442 eV
Multiplicity: 1
Net charge: +1
Highest occupied orbital energy: -0.51710 hartree